[1]
C10H15N5O4 | the ωB97M-V functional and the def2-TZVPD basis

XYZ file:
```
34
Properties=species:S:1:pos:R:3:forces:R:3:nbo_charge:R:1
O -0.257 -1.740 1.277 -0.1 -0.9 -0.8 -0.6830
O -4.039 -2.315 -0.993 0.5 0.0 0.5 -0.5883
O -2.557 2.368 -0.215 -3.4 -1.1 1.9 -0.5534
O -2.207 -3.035 0.012 -0.6 -1.4 -0.6 -0.6602
N 5.641 -0.117 -0.543 -0.6 0.3 0.5 -0.5300
N 3.888 1.101 0.196 0.5 -2.1 -1.1 -0.4719
N -1.319 -0.383 -0.167 -1.8 1.7 -1.6 -0.6234
N 0.858 1.129 -0.273 0.5 1.7 0.8 -0.8375
N -4.872 2.371 0.387 0.0 0.0 3.1 -0.8938
C -2.719 -0.668 0.228 0.5 0.8 -0.7 -0.1450
C 5.126 1.142 -0.242 1.0 0.2 0.2 0.1704
C 4.674 -1.034 -0.284 -3.2 1.9 1.0 -0.1101
C -3.709 0.377 -0.418 0.2 -2.5 0.2 -0.5318
C -3.065 -2.113 -0.304 -1.2 1.6 -0.4 0.7886
C -3.643 1.782 0.080 3.6 1.1 -3.6 0.6887
C 2.272 -0.761 0.633 -2.0 2.6 1.3 -0.4574
C -0.258 -0.974 0.304 2.1 1.9 1.7 0.6721
C 3.551 -0.282 0.107 2.3 -0.4 -0.1 0.0778
C 1.057 -0.282 -0.224 0.6 -1.6 0.4 -0.1124
H -5.120 3.185 -0.123 0.4 0.9 -0.8 0.3967
H 6.519 -0.483 -0.824 1.0 0.8 -0.2 0.4205
H 5.757 2.057 -0.227 -0.6 -1.0 -0.3 0.2054
H -2.826 -0.604 1.349 0.2 -0.3 -1.0 0.2275
H 2.194 -0.141 1.602 -0.3 -1.3 -0.9 0.2126
H 0.992 1.490 0.709 -0.3 -0.2 -1.5 0.3674
H -1.496 -2.679 0.541 1.1 0.3 1.1 0.5059
H 1.255 -0.637 -1.230 -0.2 -0.1 -0.4 0.2054
H 2.037 -1.791 0.828 0.9 -0.6 0.2 0.2540
H -4.726 2.701 1.372 -0.7 -0.3 -0.9 0.3904
H 4.746 -2.088 -0.144 0.5 -0.4 -0.6 0.2270
H -1.119 0.522 -0.685 -0.4 -1.4 0.8 0.4724
H -4.614 -0.238 -0.367 -0.5 1.1 0.4 0.2688
H -3.600 0.540 -1.513 0.5 -0.5 0.5 0.2567
H 1.581 1.599 -0.848 -0.6 -0.5 0.7 0.3901
```
Positions in Å, forces in eV/Å.

Output
Molar mass (g mol⁻¹): 269.3
HOMO (Eh): -0.316
SMILES: NC(=O)C[C@H](NC(=O)[C@@H](N)Cc1c[nH]cn1)C(=O)O
Energy above the lowest of the compared OMol25 structures with the same formula, charge and spin (kJ/mol): 309.19
Electronic energy (Eh): -964.79338
Max |F| (eV Å⁻¹): 5.22


[2]
C5H6NO2 | the ωB97M-V functional and the def2-TZVPD basis

XYZ file:
```
14
Properties=species:S:1:pos:R:3:forces:R:3:nbo_charge:R:1
O -2.182 0.067 -0.918 -0.6 -1.5 -1.1 -0.4330
O 1.071 1.192 -0.297 -2.3 1.5 -0.8 -0.1592
N 0.110 0.265 -0.253 0.9 -4.6 0.7 -0.0023
C 2.108 -0.697 0.063 -2.7 1.4 -1.5 -0.3044
C 2.216 0.637 -0.211 1.3 -0.8 0.9 0.2423
C -2.310 -0.132 0.508 -1.0 1.0 -0.9 -0.1206
C 0.739 -1.017 -0.065 1.6 5.6 0.4 0.0996
C -1.287 0.726 -0.164 0.4 -3.1 0.7 0.1993
H -3.189 0.396 0.875 0.3 -0.1 0.3 0.2237
H 2.911 -1.290 0.201 2.2 -2.2 0.4 0.2645
H -2.292 -1.190 0.769 0.9 0.3 0.3 0.2282
H 0.425 -1.981 0.170 -1.8 -1.2 -0.1 0.2744
H -1.361 1.715 -0.377 0.3 3.3 0.5 0.2308
H 3.040 1.308 -0.300 0.5 0.2 0.0 0.2567
```
Positions in Å, forces in eV/Å.

Output
Molar mass (g mol⁻¹): 112.1
HOMO (Eh): -0.556
Charge: +1
SMILES: c1co[n+]([C@@H]2CO2)c1
Energy above the lowest of the compared OMol25 structures with the same formula, charge and spin (kJ/mol): 278.83
Electronic energy (Eh): -398.94530
Max |F| (eV Å⁻¹): 5.88


[3]
F6H20O10P | the ωB97M-V functional and the def2-TZVPD basis

XYZ file:
```
37
Properties=species:S:1:pos:R:3:forces:R:3:nbo_charge:R:1
P 0.995 0.106 -0.060 1.6 0.1 -0.5 2.6071
F -0.098 1.242 -0.609 0.4 1.1 1.4 -0.6259
F -0.145 -0.885 -0.491 -2.2 -1.5 -0.4 -0.6117
F 0.446 0.164 1.492 -0.3 0.0 -0.8 -0.6069
F 1.618 0.187 -1.520 0.2 -0.5 -0.7 -0.5897
F 2.133 1.160 0.403 -0.7 -0.8 -0.2 -0.5593
F 1.819 -1.276 0.244 0.6 1.2 0.7 -0.5864
O -2.608 0.882 -2.268 -0.4 -0.4 0.3 -0.9646
O 2.730 2.193 3.710 0.3 -0.2 0.3 -0.9389
O 3.521 -0.455 -3.596 0.3 0.2 -0.1 -0.9409
O -2.325 1.023 1.735 -0.4 -0.2 -0.3 -0.9642
O -1.587 -2.689 -2.156 -0.6 -0.1 -0.4 -0.7312
O 0.950 3.131 1.633 -0.7 0.4 0.5 -0.9620
O -0.459 -3.227 1.087 -0.8 -0.2 -0.1 -0.8593
O -3.122 -0.894 0.027 -0.9 -2.0 -0.4 -0.4545
O 0.383 -0.462 -4.027 -0.2 -0.2 0.1 -0.9380
O -0.020 -1.022 4.048 -0.3 -0.1 0.1 -0.9459
H -2.175 1.627 -1.852 0.3 0.2 0.2 0.4947
H -0.440 -0.308 -4.492 -0.1 -0.1 -0.4 0.4600
H 2.583 -0.552 -3.429 -0.2 -0.1 0.1 0.4772
H 2.366 2.213 4.595 0.0 0.0 0.2 0.4538
H 1.123 3.667 0.858 0.2 0.1 -0.1 0.4795
H -1.420 -1.800 -1.845 0.7 0.6 0.2 0.4914
H 0.551 0.356 -3.559 0.2 0.3 0.3 0.4798
H -2.749 -0.323 0.698 1.1 1.3 1.8 0.5178
H -0.031 -0.452 4.817 0.1 0.0 0.3 0.4623
H 0.118 -2.470 1.191 0.4 0.5 0.0 0.4975
H -2.199 1.145 2.676 0.0 -0.2 0.3 0.5034
H 1.965 2.166 3.136 -0.1 0.3 -0.4 0.4802
H 0.077 -3.877 0.632 0.3 -0.2 -0.1 0.4746
H -2.957 -0.436 -0.797 0.2 0.9 -1.7 0.5066
H -1.997 1.832 1.342 0.3 0.2 -0.2 0.4987
H 0.245 -0.449 3.329 0.2 0.1 -0.3 0.4807
H -2.142 0.764 -3.095 0.1 -0.1 -0.2 0.4856
H 0.778 2.256 1.286 0.1 0.0 -0.1 0.4779
H 3.824 -1.343 -3.784 0.1 -0.2 0.0 0.4626
H -1.753 -3.195 -1.360 0.0 -0.3 0.6 0.4882
```
Positions in Å, forces in eV/Å.

Output
Molar mass (g mol⁻¹): 325.1
HOMO (spin up / spin down) (Eh): -0.392 / -0.392
Energy above the lowest of the compared OMol25 structures with the same formula, charge and spin (kJ/mol): 0.00
2S+1: 2
Electronic energy (Eh): -1704.98599
Max |F| (eV Å⁻¹): 2.66


[4]
C29H27AsBF6N6S2W | the ωB97M-V functional and the def2-TZVPD basis

XYZ file:
```
73
Properties=species:S:1:pos:R:3:forces:R:3:mulliken_charge:R:1
W 0.245 0.365 0.328 0.4 0.2 -0.1 2.1126
As -1.112 -4.326 0.540 0.1 -0.1 0.0 2.2890
S 2.211 1.152 1.643 -0.1 0.2 0.0 -0.4653
S -0.507 -0.245 2.413 -0.1 -0.1 -0.1 -0.1342
F -0.610 -2.628 0.475 -0.1 0.0 0.2 -0.6741
F -1.576 -5.979 0.577 0.0 0.1 0.0 -0.4884
F -2.473 -3.852 1.497 0.0 0.0 0.0 -0.4922
F -2.038 -4.041 -0.915 0.0 0.0 0.1 -0.4673
F -0.137 -4.498 1.968 -0.1 0.0 -0.1 -0.5179
F 0.277 -4.690 -0.453 -0.1 0.0 0.0 -0.4693
N -0.499 2.461 0.905 -0.2 0.1 -0.1 0.0092
N 2.861 -0.988 -0.756 0.1 0.1 0.0 0.0917
N 1.775 -1.149 0.034 -0.4 -0.1 0.1 0.4824
N 1.262 1.674 -1.158 -0.1 0.0 -0.2 0.9153
N -0.288 -0.539 -1.687 0.0 -0.1 -0.1 1.0835
N 2.391 1.320 -1.814 0.1 0.0 0.0 -0.3617
C -0.165 4.716 1.650 0.0 0.0 0.0 -0.9295
C 3.351 -2.565 0.727 0.0 0.0 0.0 -1.4704
C 2.070 -2.094 0.943 0.1 0.0 0.0 -0.5576
C -1.952 0.347 0.228 0.0 0.1 0.1 -0.0316
C -4.047 1.531 0.652 0.0 0.0 0.0 -0.6744
C -0.037 -1.798 -2.076 0.0 0.0 0.1 0.0229
C 2.948 0.713 4.244 0.0 0.0 -0.1 -0.9084
C -1.122 -1.483 -4.191 0.0 0.0 0.0 0.9788
C 0.300 3.501 1.211 0.1 -0.1 0.0 -0.3417
C -2.720 -0.757 -0.160 0.1 0.0 0.0 0.4448
C -0.454 -2.299 -3.293 0.0 0.0 0.0 -1.2489
C 1.814 3.322 -2.572 0.0 0.0 0.1 -1.3676
C -1.568 -1.992 -5.526 0.0 0.0 0.0 -1.5416
C 2.742 2.298 -2.649 0.0 0.0 0.1 -0.3230
C -1.535 4.890 1.797 0.0 0.0 0.0 -0.8064
C -2.367 3.843 1.477 0.0 0.0 0.0 -0.7677
C 0.766 -0.066 3.608 0.3 0.0 0.0 0.4664
C 3.815 -1.827 -0.351 0.0 0.0 0.0 -0.3039
C -2.650 1.493 0.633 0.0 -0.1 0.0 1.2687
C -1.836 2.635 1.019 0.0 0.1 0.0 0.3771
C 2.727 0.240 5.525 0.0 0.0 0.0 -0.5304
C 1.531 -0.386 5.859 0.0 0.0 0.0 -0.6613
C -0.942 0.254 -2.554 0.0 0.0 0.0 -0.2270
C 0.902 2.881 -1.629 0.1 0.0 0.0 -0.3506
C 1.964 0.569 3.266 -0.2 -0.2 0.2 0.8318
C -1.352 -0.166 -3.796 0.0 0.0 0.0 -1.3434
C -4.775 0.421 0.280 0.0 0.0 0.0 -1.0264
C -4.103 -0.725 -0.126 0.0 0.0 0.0 -1.0854
C 0.545 -0.535 4.901 0.0 0.0 0.0 -0.7867
B 2.922 -0.141 -2.044 0.0 0.0 0.0 0.0472
H 1.347 -2.389 1.685 0.0 0.0 0.0 0.5458
H 1.370 -0.755 6.862 0.0 0.0 0.0 0.3926
H 4.752 -1.856 -0.878 0.0 0.0 0.0 0.4562
H 1.358 3.328 1.104 0.0 0.0 0.0 0.3542
H -0.258 -3.339 -3.511 0.0 0.0 0.0 0.5078
H 0.020 3.379 -1.272 0.0 0.0 0.0 0.6016
H 3.617 2.179 -3.265 0.0 0.0 0.0 0.4469
H -0.714 -2.054 -6.204 0.0 0.0 0.0 0.3071
H -1.942 5.826 2.156 0.0 0.0 0.0 0.4443
H -1.155 1.259 -2.218 0.0 0.0 0.0 0.2104
H 0.474 -2.441 -1.380 0.0 0.0 0.0 0.0933
H -5.856 0.444 0.311 0.0 0.0 0.0 0.4074
H 1.805 4.252 -3.111 0.0 0.0 0.0 0.4644
H 3.499 0.359 6.274 0.0 0.0 0.0 0.3819
H -1.874 0.527 -4.442 0.0 0.0 0.0 0.3735
H 2.250 -0.635 -2.914 -0.1 0.0 0.0 -0.1613
H -3.435 3.946 1.579 0.0 0.0 0.0 0.4486
H 3.860 -3.341 1.267 0.0 0.0 0.0 0.4988
H -4.653 -1.611 -0.414 0.0 0.0 0.0 0.4953
H 4.075 -0.041 -2.361 0.0 0.0 0.0 -0.1587
H -1.989 -2.992 -5.436 0.0 0.0 0.0 0.3918
H -4.575 2.422 0.963 0.0 0.0 0.0 0.3849
H -2.250 -1.673 -0.476 0.0 0.0 0.0 0.2122
H -2.310 -1.335 -5.977 0.0 0.0 0.0 0.3821
H -0.392 -1.019 5.140 0.0 0.0 0.0 0.5030
H 0.541 5.501 1.875 0.0 0.0 0.0 0.4708
H 3.882 1.198 3.993 0.0 0.0 0.0 0.4782
```
Positions in Å, forces in eV/Å.

Output
Molar mass (g mol⁻¹): 907.3
HOMO (spin up / spin down) (Eh): -0.288 / -0.292
Energy above the lowest of the compared OMol25 structures with the same formula, charge and spin (kJ/mol): 7.79
2S+1: 2
Electronic energy (Eh): -5173.36354
Max |F| (eV Å⁻¹): 0.43


[5]
C5H9O3 | the ωB97M-V functional and the def2-TZVPD basis

XYZ file:
```
17
Properties=species:S:1:pos:R:3:forces:R:3:nbo_charge:R:1
O -2.108 1.540 3.745 -0.8 0.5 -0.3 -0.4722
O -0.166 -2.299 -0.465 0.0 0.0 0.0 -0.7223
O -1.362 2.067 1.517 1.7 -2.7 -0.4 -0.5202
C 0.901 -0.013 -2.202 0.1 0.5 -0.4 -0.6589
C -0.677 1.077 1.178 -0.7 1.6 -0.4 0.4045
C -0.080 1.015 -0.167 0.4 -0.1 -0.5 -0.3136
C 0.839 -1.365 -0.050 -0.3 -0.1 0.2 -0.1080
C 0.546 -0.040 -0.734 -0.3 -0.1 -0.1 0.1049
H 1.745 -0.674 -2.433 -0.2 0.1 0.1 0.2180
H -0.026 -3.153 -0.028 0.1 0.4 -0.1 0.4758
H 0.045 -0.326 -2.828 0.3 -0.1 0.4 0.2435
H 1.162 1.008 -2.549 -0.1 -0.5 0.3 0.2257
H -2.829 2.099 3.352 0.8 -0.6 0.4 0.4244
H -0.184 1.905 -0.795 -0.2 -0.2 0.3 0.2175
H 1.831 -1.746 -0.352 -0.2 0.4 0.1 0.1763
H 0.817 -1.247 1.039 0.1 -0.1 -0.1 0.1709
H -0.454 0.152 1.770 -0.7 0.9 0.4 0.1338
```
Positions in Å, forces in eV/Å.

Output
Molar mass (g mol⁻¹): 117.1
HOMO (spin up / spin down) (Eh): -0.368 / -0.371
Energy above the lowest of the compared OMol25 structures with the same formula, charge and spin (kJ/mol): 230.01
2S+1: 2
Electronic energy (Eh): -421.49631
Max |F| (eV Å⁻¹): 3.19


[6]
C3H10N2O | the ωB97M-V functional and the def2-TZVPD basis

XYZ file:
```
16
Properties=species:S:1:pos:R:3:forces:R:3:nbo_charge:R:1
O 3.322 -0.545 -0.824 -0.6 -0.7 -0.7 -0.7403
N 1.343 -0.860 -2.143 -0.1 -1.3 1.1 -0.8467
N -2.449 0.900 0.934 1.3 -1.9 -1.4 -0.3890
C -1.241 0.886 1.736 -0.6 0.8 2.2 -0.4474
C -3.412 0.195 1.376 0.2 2.5 -0.2 -0.0704
C 1.869 -0.352 -0.920 2.8 2.8 0.2 0.0619
H -3.588 0.257 2.460 0.0 -1.4 0.0 0.1520
H -4.159 -0.065 0.632 -0.5 0.0 0.5 0.1806
H 0.606 -0.309 -2.556 -0.1 0.1 0.2 0.3798
H 1.021 -1.798 -1.932 -0.2 -0.1 -0.7 0.3647
H -0.671 1.812 1.837 -0.5 0.3 -0.4 0.2043
H 1.609 -0.613 0.107 -1.0 -0.7 -0.5 0.1666
H -1.553 0.593 2.757 0.5 0.1 0.1 0.1597
H 3.599 -0.415 -1.742 0.3 -0.1 0.2 0.4612
H 1.876 0.743 -0.989 -1.1 0.0 0.2 0.1533
H -0.488 0.159 1.453 -0.3 -0.4 -0.7 0.2094
```
Positions in Å, forces in eV/Å.

Output
Molar mass (g mol⁻¹): 90.1
HOMO (Eh): -0.347
SMILES: C=NC.NCO
Energy above the lowest of the compared OMol25 structures with the same formula, charge and spin (kJ/mol): 289.11
Electronic energy (Eh): -304.96453
Max |F| (eV Å⁻¹): 3.97


[7]
C5H10O2 | the ωB97M-V functional and the def2-TZVPD basis

XYZ file:
```
17
Properties=species:S:1:pos:R:3:forces:R:3:nbo_charge:R:1
O 1.749 -0.735 -0.537 -1.2 0.0 0.3 -0.7509
O 0.229 1.234 -1.611 -0.1 0.0 0.2 -0.7077
C 0.931 -0.042 0.717 -0.1 -0.2 -0.4 0.1109
C -2.124 0.854 -1.434 0.0 0.1 0.0 -0.6960
C 1.261 -0.818 1.958 0.1 -0.1 -0.2 -0.6421
C -0.411 -0.200 0.125 -0.1 0.3 0.0 -0.6830
C -0.693 0.678 -0.981 0.2 -0.4 0.0 0.5341
H 0.662 -1.109 -0.709 1.0 0.4 0.2 0.4992
H -2.162 0.958 -2.518 0.0 0.0 0.0 0.2308
H -1.222 -0.593 0.724 0.0 0.0 0.0 0.2299
H 0.879 -1.838 1.899 0.0 0.1 0.0 0.2206
H 0.811 -0.324 2.821 0.0 0.0 -0.1 0.2338
H -2.760 0.025 -1.122 0.1 0.0 0.0 0.2162
H 1.334 0.971 0.722 0.1 -0.1 -0.1 0.2101
H 1.694 0.027 -1.171 0.0 0.0 0.0 0.5333
H -2.516 1.774 -0.992 0.0 0.0 0.0 0.2325
H 2.340 -0.862 2.108 -0.1 0.0 0.0 0.2284
```
Positions in Å, forces in eV/Å.

Output
Molar mass (g mol⁻¹): 102.1
HOMO (Eh): -0.309
Energy above the lowest of the compared OMol25 structures with the same formula, charge and spin (kJ/mol): 310.21
Electronic energy (Eh): -346.90728
Max |F| (eV Å⁻¹): 1.22


[8]
C5H23N2O4S | the ωB97M-V functional and the def2-TZVPD basis

XYZ file:
```
35
Properties=species:S:1:pos:R:3:forces:R:3:nbo_charge:R:1
S -1.313 -1.060 3.204 -1.1 1.1 0.8 0.5270
O -2.573 1.659 -0.887 -0.9 -3.1 1.9 -0.9870
O -0.173 3.982 -0.438 -2.8 -1.7 -1.6 -0.9546
O -1.009 -3.180 -0.241 3.6 4.1 2.3 -0.9529
O -3.075 -1.010 -0.625 0.6 -1.5 1.7 -0.9923
N 1.780 0.835 -0.283 2.8 -0.4 -1.8 -0.5359
N -0.567 -0.050 0.189 5.0 2.0 -0.9 -0.7969
C 1.515 -1.013 -1.983 2.1 -0.3 -1.3 -0.6874
C 1.986 0.172 0.953 -1.1 0.6 1.9 -0.2574
C 2.481 0.046 -1.323 -0.5 -1.2 -0.9 -0.2304
C 0.489 0.102 1.446 -2.3 2.8 -1.1 -0.0131
C 0.204 -1.038 2.350 0.7 -2.1 -1.8 -0.6926
H -2.194 2.272 -1.449 0.7 2.7 -1.2 0.5020
H 2.916 0.785 -1.996 -0.1 -0.5 -0.5 0.2329
H -3.878 -1.499 -0.425 -0.1 0.0 -0.1 0.5037
H 3.293 -0.527 -0.837 -0.2 0.5 -0.5 0.2159
H 2.341 -0.902 0.911 0.0 1.4 -0.4 0.2433
H 0.364 3.666 -1.149 0.9 0.3 -0.3 0.4753
H 0.278 4.354 0.263 1.9 1.3 1.8 0.4862
H -3.301 -0.352 -1.243 -0.5 1.5 -1.3 0.5111
H 0.190 1.162 1.731 0.5 -1.4 0.5 0.2462
H -1.494 0.244 3.748 0.7 -1.3 -0.6 0.1821
H -0.003 -1.887 1.501 1.0 0.9 2.6 0.3154
H 0.665 -0.536 -2.447 -0.6 0.1 0.1 0.2217
H 1.139 -1.196 2.934 -0.8 -0.4 0.1 0.3098
H 2.013 -1.526 -2.886 -0.4 0.8 1.5 0.2925
H 2.639 0.798 1.685 -1.3 -1.2 -0.9 0.2840
H -1.509 -0.289 0.355 -1.8 -1.4 0.3 0.4652
H -2.892 1.977 -0.031 0.1 0.8 -0.8 0.5027
H 2.126 1.790 -0.480 -0.6 -0.4 1.4 0.4297
H -0.658 0.911 -0.160 -0.3 0.1 0.1 0.4668
H -0.057 -0.458 -0.667 -1.4 -0.4 1.5 0.4885
H 1.287 -1.839 -1.289 -0.2 0.4 -0.2 0.2355
H -1.438 -3.865 -0.616 -2.7 -3.4 -1.8 0.4971
H -1.569 -2.528 0.184 -0.9 -0.7 -0.6 0.4660
```
Positions in Å, forces in eV/Å.

Output
Molar mass (g mol⁻¹): 207.3
HOMO (spin up / spin down) (Eh): -0.653 / -0.598
Charge: +2
Energy above the lowest of the compared OMol25 structures with the same formula, charge and spin (kJ/mol): 212.58
2S+1: 2
Electronic energy (Eh): -1012.18254
Max |F| (eV Å⁻¹): 5.92


Question: Among the records above, which one has the lowest max |F|?
Answer: C29H27AsBF6N6S2W